1.
{"formula": "C24H43Br4N5", "method": "ωB97M-V with the def2-TZVPD basis set", "species": ["Br", "Br", "Br", "Br", "N", "N", "N", "N", "N", "C", "C", "C", "C", "C", "C", "C", "C", "C", "C", "C", "C", "C", "C", "C", "C", "C", "C", "C", "C", "C", "C", "C", "C", "H", "H", "H", "H", "H", "H", "H", "H", "H", "H", "H", "H", "H", "H", "H", "H", "H", "H", "H", "H", "H", "H", "H", "H", "H", "H", "H", "H", "H", "H", "H", "H", "H", "H", "H", "H", "H", "H", "H", "H", "H", "H", "H"], "positions_angstrom": [[-21.1188, 5.5029, -25.6485], [-20.8470, 3.7736, -19.1797], [-19.4442, 5.9587, -15.2463], [-23.4030, 5.5825, -21.5325], [-12.9333, 6.8344, -14.0629], [-13.7706, 5.2399, -27.6724], [-12.3500, 4.2670, -17.1461], [-12.9461, 11.8860, -23.8995], [-19.0343, 5.4959, -22.7083], [-13.0353, 9.3044, -23.5246], [-16.6797, 5.2113, -19.4743], [-15.0890, 9.4760, -22.0736], [-13.5727, 8.2869, -17.3311], [-16.1664, 6.0363, -20.6677], [-16.9261, 4.7369, -25.9654], [-13.7479, 0.9835, -16.8236], [-14.3719, 8.6303, -23.1543], [-22.2446, 5.0214, -24.0830], [-13.7177, 2.1605, -17.8651], [-12.2183, 7.8954, -17.8287], [-17.8803, 5.4632, -22.4531], [-14.2015, 7.1977, -16.2958], [-14.4599, 4.9505, -26.7218], [-12.9950, 10.7520, -23.7502], [-12.4490, 0.3345, -16.3042], [-22.4318, 6.1483, -23.1913], [-20.8550, 5.0493, -17.5978], [-15.3798, 4.7290, -25.6076], [-16.4732, 5.4267, -22.0548], [-13.4835, 6.9932, -15.0701], [-19.4930, 4.9728, -16.9068], [-17.4841, 3.4151, -26.6651], [-12.9273, 3.3374, -17.4555], [-23.0461, 6.9387, -23.6226], [-14.2260, 7.6110, -22.7969], [-13.5708, 9.2249, -16.7759], [-16.5555, 7.0435, -20.5184], [-14.4844, 9.4433, -21.1673], [-19.1683, 3.9586, -16.6746], [-16.1645, 4.2512, -19.4434], [-14.9753, 3.8938, -25.0358], [-16.9234, 3.1325, -27.5561], [-21.4642, 6.5123, -22.8458], [-15.1851, 5.6128, -25.0001], [-15.0870, 6.1020, -20.5313], [-17.3117, 5.5370, -26.5973], [-14.2567, 1.1679, -15.8774], [-11.8828, -0.2577, -17.0231], [-21.5761, 4.2657, -23.6705], [-11.7388, 1.1388, -16.1120], [-11.7580, 8.6311, -18.4883], [-16.1315, 9.1879, -21.9384], [-18.5402, 3.4636, -26.9306], [-16.3228, 4.3473, -22.0734], [-11.5793, 7.8865, -16.9458], [-21.6816, 4.8189, -16.9258], [-12.3916, 9.1423, -22.6601], [-18.6368, 5.3577, -17.4607], [-15.9539, 5.9493, -22.8582], [-15.2182, 7.5399, -16.1029], [-14.9766, 8.4934, -24.0508], [-12.5209, 8.9308, -24.4100], [-16.6179, 5.7739, -18.5427], [-14.3582, 6.2341, -16.7807], [-21.0280, 6.0372, -18.0248], [-14.3931, 0.2454, -17.3001], [-14.7372, 2.4730, -18.0912], [-15.0386, 10.5196, -22.3840], [-12.2052, 6.8536, -18.1491], [-17.7016, 4.8393, -19.5483], [-17.4599, 2.5696, -25.9776], [-14.1388, 8.4540, -18.2475], [-12.5699, -0.2421, -15.3871], [-17.5823, 4.8748, -25.1061], [-23.1361, 4.5778, -24.5263], [-13.4137, 1.9040, -18.8799]], "lowdin_charge": [0.66, 0.72, 0.70, 0.91, 0.15, 0.14, 0.17, 0.15, 0.16, -0.18, -0.10, -0.09, -0.23, -0.22, -0.20, -0.23, -0.25, -0.69, -0.17, -0.13, -0.19, -0.18, -0.21, -0.24, -0.10, -0.58, -0.54, -0.18, -0.16, -0.25, -0.73, -0.09, -0.22, 0.09, 0.08, 0.11, 0.10, 0.07, 0.06, 0.07, 0.12, 0.07, 0.05, 0.08, 0.11, 0.10, 0.10, 0.07, 0.04, 0.07, 0.08, 0.06, 0.05, 0.13, 0.07, 0.07, 0.12, 0.02, 0.09, 0.10, 0.10, 0.12, 0.07, 0.08, 0.07, 0.10, 0.09, 0.06, 0.05, 0.04, 0.06, 0.08, 0.08, 0.05, 0.07, 0.11], "orbital_gap_ha": [0.330, 0.111], "homo_ev": [-12.75, -12.75], "de_lowest_kcal_mol": 6.6, "spin_multiplicity": 2, "charge": 1}

2.
{"formula": "C24H43ClLuP2", "method": "ωB97M-V with the def2-TZVPD basis set", "species": ["Lu", "Cl", "P", "P", "C", "C", "C", "C", "C", "C", "C", "C", "C", "C", "C", "C", "C", "C", "C", "C", "C", "C", "C", "C", "C", "C", "C", "C", "H", "H", "H", "H", "H", "H", "H", "H", "H", "H", "H", "H", "H", "H", "H", "H", "H", "H", "H", "H", "H", "H", "H", "H", "H", "H", "H", "H", "H", "H", "H", "H", "H", "H", "H", "H", "H", "H", "H", "H", "H", "H", "H"], "positions_angstrom": [[-0.0642, -0.1536, 1.4112], [-0.9766, 1.9067, 2.4594], [1.8747, 1.4644, 0.5128], [-1.9074, 0.2420, -0.2744], [0.8080, 0.4053, 5.1508], [-2.0308, -0.6999, 4.6996], [-3.6169, 0.4639, -0.7448], [0.4444, -0.5349, 4.0714], [-0.7850, -2.0984, 2.8956], [1.1650, -3.3070, 1.6454], [2.6043, 2.7952, 1.5031], [1.0324, -0.1207, -3.4043], [-1.8174, 1.1265, -3.5465], [-1.9204, -2.9815, 2.5274], [-1.9129, -0.2164, -3.5302], [0.5943, -2.2505, 2.5233], [0.4847, 2.2307, -4.0614], [0.4632, 2.3184, -0.3805], [1.3482, -1.2610, 3.2325], [2.8221, -1.0883, 3.2438], [-0.9757, 1.9082, -4.5043], [-0.7204, 1.5046, -1.0014], [-1.1463, -1.3404, -0.8955], [0.3596, -0.7034, -4.6168], [1.1911, 1.1999, -3.2437], [-0.8658, -1.0441, 3.8610], [3.1753, 0.8967, -0.6037], [-1.1338, -1.0824, -4.4635], [0.7099, -0.0951, 6.1254], [0.4348, -3.6685, 0.9147], [3.3485, 2.3510, 2.1822], [0.9506, 2.8699, -1.2001], [-1.4108, 2.2567, -1.4052], [0.4651, 3.1830, -3.5108], [-0.3384, 0.9450, -1.8551], [-2.0341, -3.7976, 3.2574], [-0.8778, -1.2452, -1.9547], [-2.4871, 1.7273, -2.9145], [1.5640, -0.8340, -2.7715], [-2.8689, -2.4327, 2.5116], [-1.8955, -2.1422, -0.8183], [-2.7177, -0.7065, -2.9734], [-1.8963, -1.0950, 5.7193], [-0.2142, -1.6922, -0.3947], [1.4866, -4.1684, 2.2477], [3.2636, -1.7109, 4.0359], [1.8418, 0.7552, 5.0569], [3.9507, 0.4091, 0.0098], [0.9078, -1.6084, -4.9220], [1.0663, 2.4499, -4.9737], [-2.1642, 0.3849, 4.7863], [-4.2041, -0.3639, -0.3148], [-1.4805, 2.8751, -4.6762], [3.6239, 1.7326, -1.1533], [-1.6080, -1.0682, -5.4597], [-0.9517, 1.4323, -5.4988], [1.8209, 3.2769, 2.1070], [2.7878, 0.1471, -1.3075], [3.1172, -0.0506, 3.4456], [3.0918, 3.5328, 0.8482], [-1.2028, -2.1290, -4.1425], [0.1579, 1.2873, 5.1628], [2.0429, -2.9506, 1.0925], [0.4399, -0.0223, -5.4798], [-3.9694, 1.4030, -0.2953], [-3.7982, 0.4911, -1.8208], [-2.9573, -1.1157, 4.2966], [0.0367, 3.0294, 0.3444], [3.2814, -1.3791, 2.2912], [1.9785, 1.5917, -2.5977], [-1.7857, -3.4351, 1.5381]], "lowdin_charge": [1.12, 0.02, 0.77, 0.79, -0.04, -0.04, -0.24, -0.32, -0.33, -0.06, -0.25, -0.12, -0.14, -0.05, -0.17, -0.37, -0.16, -0.41, -0.34, -0.05, -0.16, -0.41, -0.26, -0.17, -0.16, -0.32, -0.27, -0.18, 0.10, 0.07, 0.05, 0.07, 0.09, 0.11, 0.01, 0.10, 0.01, 0.10, 0.10, 0.07, 0.07, 0.10, 0.10, 0.03, 0.10, 0.10, 0.08, 0.06, 0.12, 0.13, 0.07, 0.07, 0.12, 0.06, 0.13, 0.11, 0.04, 0.02, 0.07, 0.06, 0.11, 0.07, 0.07, 0.11, 0.07, 0.03, 0.07, 0.04, 0.07, 0.07, 0.06], "orbital_gap_ha": 0.281, "homo_ev": -10.33, "charge": 1}

3.
{"formula": "C24H43GeNORuSSi3", "method": "ωB97M-V with the def2-TZVPD basis set", "species": ["Ru", "Ge", "S", "Si", "Si", "Si", "O", "N", "C", "C", "C", "C", "C", "C", "C", "C", "C", "C", "C", "C", "C", "C", "C", "C", "C", "C", "C", "C", "C", "C", "C", "C", "H", "H", "H", "H", "H", "H", "H", "H", "H", "H", "H", "H", "H", "H", "H", "H", "H", "H", "H", "H", "H", "H", "H", "H", "H", "H", "H", "H", "H", "H", "H", "H", "H", "H", "H", "H", "H", "H", "H", "H", "H", "H", "H"], "positions_angstrom": [[0.4368, -0.7155, -0.7764], [2.4938, 0.4610, -0.6421], [-0.6547, -0.4357, 2.1507], [4.2377, 0.0207, 1.4828], [3.0751, 2.6401, -2.2904], [2.4545, -1.7791, -2.2215], [0.5452, -1.1737, 1.5336], [-1.2997, -1.8075, -1.2554], [-1.2935, -2.1442, 4.1065], [-1.7812, -1.7455, 2.7257], [-0.6365, 2.1593, -1.0499], [2.1918, -3.1537, -0.9022], [-0.8327, 0.7998, -1.2496], [-2.4402, -3.8366, -1.7351], [5.8733, 0.1338, 0.5181], [3.7292, 1.5648, 2.4701], [2.9250, 3.9895, -0.9512], [1.6606, 2.3548, -3.5286], [1.1363, -1.7234, -3.6296], [3.7572, -1.6888, 2.1549], [-2.7731, 2.6463, -2.0352], [-2.2620, -1.0907, -1.8719], [-1.6055, 3.0788, -1.4199], [-3.3441, -1.7421, -2.4685], [4.1764, -1.7783, -3.0354], [-3.4261, -3.1229, -2.4057], [-2.9918, 1.2938, -2.2334], [-1.3952, -3.1295, -1.1690], [-0.0730, -0.0609, 3.8493], [-0.9542, -0.8399, 4.8164], [-2.0495, 0.3556, -1.8146], [4.8206, 2.3143, -2.9540], [-1.8597, -0.2843, 5.0608], [1.5613, -2.8284, -0.0643], [-3.9001, 0.9622, -2.7082], [4.0958, 1.4997, 3.4924], [-0.6098, -3.6384, -0.6215], [4.3018, -0.9360, -3.7068], [0.9023, 1.6689, -3.1488], [2.6795, -1.8472, 2.1428], [-1.7667, -2.5560, 2.0007], [-2.4717, -4.9109, -1.6579], [2.6494, 1.6954, 2.5160], [4.0973, -1.8031, 3.1825], [-4.1028, -1.1794, -2.9877], [-0.3951, -2.7570, 4.0145], [4.2817, -2.6752, -3.6399], [-1.4453, 4.1284, -1.2310], [4.9990, -1.7715, -2.3305], [0.2837, 2.5104, -0.5903], [5.9570, 1.0646, -0.0392], [3.9114, 4.3806, -0.7016], [1.1632, 3.2906, -3.7693], [1.5262, -1.1845, -4.4898], [-2.0443, -2.7279, 4.6379], [6.7032, 0.1053, 1.2218], [6.0117, -0.6975, -0.1709], [-0.4157, -1.0254, 5.7441], [4.2326, -2.4842, 1.5851], [-4.2507, -3.6456, -2.8644], [5.5572, 2.1856, -2.1656], [5.1394, 3.1700, -3.5463], [4.8612, 1.4446, -3.6047], [1.7450, -4.0424, -1.3413], [2.3324, 4.8309, -1.3076], [-0.1075, 1.0158, 3.9899], [-2.7685, -1.2860, 2.7503], [2.0482, 1.9498, -4.4603], [-3.5189, 3.3644, -2.3428], [2.4653, 3.6316, -0.0294], [0.1797, -1.2568, -3.3604], [0.9225, -2.7400, -3.9555], [3.1447, -3.4562, -0.4756], [4.1658, 2.4647, 2.0433], [0.9618, -0.4020, 3.8746]], "lowdin_charge": [0.98, 0.74, 0.98, 0.63, 0.66, 0.48, -0.69, -0.05, -0.21, -0.30, -0.14, -0.20, -0.24, 0.00, -0.18, -0.20, -0.19, -0.17, -0.18, -0.17, -0.01, -0.21, -0.03, 0.05, -0.18, 0.01, 0.02, -0.11, -0.28, -0.21, -0.18, -0.17, 0.13, -0.02, 0.12, 0.05, 0.11, 0.02, -0.01, 0.00, 0.09, 0.13, 0.02, 0.05, 0.13, 0.12, 0.06, 0.12, 0.03, 0.07, 0.02, 0.05, 0.05, 0.04, 0.14, 0.06, 0.03, 0.13, 0.04, 0.14, 0.03, 0.06, 0.03, 0.05, 0.05, 0.10, 0.11, 0.05, 0.13, 0.01, 0.00, 0.05, 0.04, 0.04, 0.09], "orbital_gap_ha": [0.282, 0.198], "homo_ev": [-16.56, -16.84], "spin_multiplicity": 6, "charge": 3}

| no. | calculated total energy (eV) |
| --- | --- |
| 1 | -313193.0488 |
| 2 | -90301.1781 |
| 3 | -122662.2396 |